# 1
{"formula": "C21H55O26P5S", "method": "the ωB97M-V functional and the def2-TZVPD basis", "symbols": ["C", "C", "O", "C", "O", "C", "O", "O", "C", "C", "S", "O", "O", "H", "H", "H", "H", "H", "H", "H", "H", "H", "H", "C", "O", "P", "O", "O", "C", "O", "C", "H", "H", "H", "H", "H", "H", "H", "H", "H", "C", "O", "P", "O", "O", "C", "O", "C", "H", "H", "H", "H", "H", "H", "H", "H", "H", "C", "O", "P", "O", "O", "C", "O", "C", "H", "H", "H", "H", "H", "H", "H", "H", "H", "C", "O", "P", "O", "O", "C", "O", "C", "H", "H", "H", "H", "H", "H", "H", "H", "H", "C", "O", "P", "O", "O", "C", "O", "C", "H", "H", "H", "H", "H", "H", "H", "H", "H"], "coordinates": [[2.208634, -2.019672, 5.449407], [1.871179, -0.514130, 5.970438], [0.466332, -0.374568, 6.369406], [-0.380336, -0.372770, 5.231158], [-0.901248, 0.910908, 4.745761], [-2.311714, 1.026072, 4.850095], [-3.047980, 2.021771, 4.838331], [-2.911203, -0.274789, 5.052791], [-1.769016, -1.166834, 5.269610], [-1.980364, -2.359920, 6.321332], [-2.543909, -3.837275, 5.300957], [-3.352498, -4.801816, 6.123093], [-1.304594, -4.442057, 4.681754], [1.370619, -2.746879, 5.761195], [2.198001, -1.944549, 4.297881], [3.205055, -2.411012, 5.832680], [2.130733, 0.231914, 5.130327], [2.596271, -0.295946, 6.819673], [0.112334, -0.777007, 4.275540], [-1.743150, -1.732229, 4.258720], [-2.857086, -2.153227, 7.035432], [-1.045942, -2.656427, 6.897749], [-3.274483, -3.280532, 4.227415], [-6.514128, -4.960554, 1.514963], [-5.179623, -4.479066, 1.649397], [-3.850731, -5.409571, 1.075064], [-2.898609, -4.772724, 2.068745], [-3.813998, -4.534143, -0.326148], [-4.974256, -4.394271, -1.136641], [-2.619746, -6.437001, 0.458320], [-3.065816, -7.449679, -0.439035], [-7.042093, -4.800531, 2.460959], [-7.042402, -4.393048, 0.742655], [-6.535608, -6.024353, 1.276992], [-5.477508, -3.457096, -0.878708], [-5.654571, -5.242666, -1.012081], [-4.670199, -4.353999, -2.184223], [-3.408019, -7.003769, -1.377043], [-3.876120, -8.026612, 0.013701], [-2.231869, -8.120095, -0.650423], [-7.023699, -5.346382, 6.926670], [-7.941101, -5.239925, 5.842987], [-8.463570, -6.645529, 4.997280], [-8.748595, -5.854814, 3.734439], [-9.843424, -6.704942, 5.902887], [-9.791010, -6.719644, 7.324090], [-8.901351, -8.127234, 4.244228], [-8.612247, -9.301400, 4.998344], [-6.256747, -4.571619, 6.816252], [-7.540525, -5.165542, 7.874210], [-6.535934, -6.320976, 6.948247], [-9.910841, -5.696861, 7.694944], [-8.852838, -7.152398, 7.685939], [-10.613779, -7.329569, 7.701212], [-9.256458, -9.355961, 5.880135], [-7.563418, -9.305436, 5.305499], [-8.798532, -10.173712, 4.370625], [-1.591814, 0.058497, 0.638539], [-0.264563, 0.139345, 1.143964], [1.036614, 0.569276, 0.101488], [2.049229, -0.162860, 0.961993], [0.963375, 2.139674, 0.608228], [-0.252546, 2.875948, 0.551143], [2.232718, 0.996361, -1.055695], [1.735843, 1.580944, -2.258414], [-2.058834, -0.857335, 1.019941], [-2.183230, 0.905005, 1.001063], [-1.607649, 0.032488, -0.451457], [-0.748909, 2.819158, 1.525201], [-0.911272, 2.500773, -0.238708], [-0.022683, 3.920375, 0.333517], [1.324334, 2.573597, -2.057076], [0.965359, 0.941653, -2.696834], [2.559003, 1.676791, -2.967989], [5.716745, 1.838694, -2.834296], [4.952878, 2.345372, -3.914752], [5.317406, 3.895632, -4.577695], [3.884536, 4.037060, -5.055479], [6.190354, 3.187095, -5.787800], [7.274084, 2.312668, -5.498880], [5.702161, 5.437517, -5.230777], [6.992291, 5.940225, -4.887549], [5.034215, 1.416562, -2.087072], [6.366730, 1.029668, -3.180984], [6.312485, 2.621939, -2.364512], [6.912639, 1.279598, -5.518855], [7.727054, 2.542903, -4.529260], [8.039129, 2.432986, -6.267821], [7.772791, 5.346112, -5.369992], [7.128149, 5.920973, -3.803154], [7.068223, 6.971565, -5.234491], [5.665751, 8.467063, -7.928612], [7.027108, 8.571145, -7.527845], [8.239052, 8.988111, -8.678448], [9.322474, 8.284716, -7.883872], [8.189323, 10.569635, -8.203391], [6.965575, 11.293627, -8.182649], [9.338301, 9.398964, -9.934583], [8.744402, 9.950789, -11.106158], [5.239208, 7.555513, -7.493598], [5.094539, 9.315450, -7.539645], [5.567181, 8.417506, -9.013532], [6.546805, 11.255509, -7.172050], [6.251458, 10.894357, -8.910078], [7.167066, 12.334659, -8.441194], [8.339257, 10.944499, -10.896043], [7.948843, 9.296444, -11.471509], [9.510545, 10.037854, -11.877556]], "forces_ev_per_angstrom": [[-1.0, 0.7, -0.7], [1.6, -0.7, -0.9], [-0.6, 0.3, -1.7], [-0.9, -1.0, -1.7], [-2.1, 0.9, 1.0], [-2.1, 0.6, 1.0], [3.6, -3.4, -0.5], [3.2, 1.8, 0.9], [0.2, -2.7, -1.5], [-1.4, 1.0, 0.0], [2.5, -3.9, 0.2], [1.1, 2.8, -1.7], [-2.9, 2.1, 1.5], [1.3, 1.1, -0.4], [0.2, -0.6, 1.8], [-1.3, 0.7, -0.6], [-0.6, -1.1, 1.3], [-1.6, 0.0, -0.7], [0.0, 0.6, 1.8], [0.3, 0.8, 1.4], [1.4, -0.2, -1.0], [-1.2, 0.3, -1.0], [0.3, -0.3, 1.0], [-1.0, 0.3, 0.4], [-0.3, -3.2, -0.7], [6.1, 7.6, 1.0], [-1.2, -1.3, -0.2], [-0.5, -1.3, -0.4], [-0.1, 0.2, 0.0], [-3.1, -1.5, 0.7], [0.1, -0.2, -0.4], [0.1, -0.2, -0.2], [0.1, -0.2, 0.0], [-0.3, 0.0, 0.0], [-0.1, -0.2, -0.1], [-0.1, 0.2, -0.1], [0.1, 0.0, 0.1], [0.0, 0.0, 0.0], [0.1, -0.2, -0.2], [0.0, 0.1, 0.1], [0.5, 0.6, 0.6], [1.7, -2.9, 0.3], [-7.2, 5.0, -4.4], [1.3, -1.0, 0.8], [0.9, -1.1, 0.4], [-0.1, 0.2, 0.1], [3.0, 0.0, 1.8], [-0.1, -0.4, 0.1], [-0.1, -0.3, -0.1], [0.0, -0.1, -0.1], [0.2, 0.1, 0.2], [0.1, -0.2, 0.1], [-0.2, 0.1, 0.2], [0.0, 0.0, -0.1], [0.0, -0.1, 0.0], [-0.1, -0.3, 0.0], [0.0, 0.1, 0.0], [-0.8, -0.3, 0.4], [-0.5, -0.2, -3.2], [6.3, 1.4, 7.5], [-1.2, -0.2, -1.4], [-0.6, -0.1, -1.4], [-0.1, 0.1, 0.3], [-3.0, -1.3, -1.1], [0.1, 0.3, -0.4], [0.1, 0.1, -0.2], [0.0, 0.0, -0.2], [-0.3, 0.0, 0.0], [-0.1, 0.0, -0.2], [-0.1, 0.2, 0.2], [0.1, -0.1, 0.0], [0.0, 0.0, -0.1], [0.1, 0.1, -0.2], [-0.1, 0.0, 0.1], [0.0, -0.8, 0.7], [1.9, 1.9, 1.8], [-6.0, -1.8, -8.0], [0.7, 0.4, 1.4], [1.1, 0.6, 0.9], [0.0, -0.3, -0.1], [1.3, -0.5, 3.2], [0.4, 0.3, -0.1], [0.1, 0.2, -0.1], [0.1, 0.1, 0.1], [0.1, -0.2, 0.2], [0.2, 0.1, 0.1], [0.1, -0.2, -0.1], [-0.1, 0.1, 0.0], [0.1, 0.1, 0.0], [0.2, 0.2, -0.1], [0.0, -0.1, 0.0], [-0.8, -0.3, 0.4], [-0.7, -0.2, -3.2], [6.9, 1.5, 7.0], [-1.3, -0.3, -1.3], [-0.7, -0.1, -1.3], [-0.1, 0.0, 0.2], [-3.1, -1.3, -1.0], [0.0, 0.3, -0.3], [0.1, 0.1, -0.2], [0.0, 0.0, -0.2], [-0.3, 0.0, 0.0], [-0.1, 0.0, -0.2], [-0.1, 0.2, 0.2], [0.1, -0.1, 0.0], [0.0, 0.0, -0.1], [0.1, 0.1, -0.3], [0.0, 0.0, 0.1]], "e_homo_ev": -9.665, "total_energy_ha": -4893.810250, "lumo_energy_ev": -2.7, "smiles": "CCO[C@@H]1OC(=O)O[C@@H]1C[SH](=O)=O.COP(=O)(OC)OC.COP(=O)(OC)OC.COP(=O)(OC)OC.COP(=O)(OC)OC.COP(=O)(OC)OC", "gap_ev": 6.98}



# 2
{"formula": "C60H73N6O5", "method": "the ωB97M-V functional and the def2-TZVPD basis", "symbols": ["C", "C", "C", "C", "C", "C", "C", "C", "C", "C", "C", "C", "C", "C", "N", "C", "C", "C", "C", "C", "C", "N", "O", "O", "C", "C", "N", "C", "C", "C", "C", "C", "C", "C", "C", "C", "C", "C", "C", "C", "C", "C", "C", "H", "H", "H", "H", "H", "H", "H", "H", "H", "H", "H", "H", "H", "H", "H", "H", "H", "H", "H", "H", "H", "H", "H", "H", "H", "H", "H", "H", "H", "H", "H", "H", "H", "H", "H", "H", "H", "H", "H", "H", "H", "H", "H", "H", "H", "H", "H", "H", "H", "C", "N", "C", "O", "C", "C", "C", "C", "C", "C", "C", "C", "N", "C", "C", "C", "C", "C", "C", "C", "N", "O", "O", "C", "C", "C", "C", "C", "H", "H", "H", "H", "H", "H", "H", "H", "H", "H", "H", "H", "H", "H", "H", "H", "H", "H", "H", "H", "H", "H", "H", "H"], "coordinates": [[-0.959228, 1.118054, -5.591969], [-1.555562, 2.224665, -4.731945], [-0.539375, 3.360442, -4.610534], [-2.791146, 2.748555, -5.473325], [-1.998508, 1.771120, -3.320310], [-2.497919, 2.742610, -2.442022], [-2.905021, 2.400171, -1.152034], [-3.065800, 1.054481, -0.804841], [-2.801237, 0.055517, -1.748240], [-3.440551, -1.352766, -1.615554], [-2.442388, -2.338202, -1.012084], [-3.963876, -1.840797, -2.970419], [-4.645710, -1.324117, -0.669854], [-1.932473, 0.449050, -2.823159], [-0.747942, -0.313513, -3.077603], [0.486172, 0.102070, -2.599721], [0.719750, 1.277033, -1.902199], [2.025333, 1.893134, -1.934960], [2.826519, 1.856582, -3.114638], [4.184900, 2.060823, -3.013698], [4.726610, 2.289160, -1.730542], [6.008506, 1.707160, -1.513222], [6.480439, 1.675334, -0.352830], [6.573377, 1.187888, -2.511599], [3.918788, 2.690738, -0.638008], [2.557328, 2.490946, -0.760803], [1.333054, -0.986711, -2.683177], [2.679738, -1.105646, -2.175880], [2.948711, -0.989255, -0.783210], [1.942909, -1.318100, 0.381208], [2.520350, -0.803561, 1.707007], [1.795592, -2.849051, 0.427624], [0.546402, -0.739593, 0.264215], [4.287541, -0.784750, -0.412855], [5.314540, -1.209026, -1.254272], [4.986065, -1.707393, -2.499010], [3.726361, -1.463762, -3.066312], [3.699837, -1.675751, -4.614716], [4.984350, -1.094028, -5.238569], [2.569316, -1.021080, -5.395895], [3.721732, -3.185577, -4.868769], [0.633804, -2.031420, -3.266789], [-0.611678, -1.613780, -3.547034], [-1.655793, 0.284335, -5.730275], [-0.734138, 1.524439, -6.588718], [-0.016084, 0.744118, -5.181821], [-0.984247, 4.236581, -4.127380], [0.330056, 3.044303, -4.023615], [-0.196420, 3.662386, -5.608399], [-3.281889, 3.554296, -4.918192], [-2.501264, 3.130458, -6.460834], [-3.515782, 1.938565, -5.623740], [-2.522243, 3.792762, -2.753792], [-3.150035, 3.185539, -0.430531], [-3.428968, 0.806012, 0.198528], [-2.007049, -1.919862, -0.094753], [-2.952531, -3.280150, -0.758461], [-1.631551, -2.572419, -1.708766], [-4.749156, -1.156204, -3.323858], [-3.182958, -1.881623, -3.734004], [-4.399951, -2.844693, -2.860907], [-5.403231, -0.615498, -1.016446], [-5.107556, -2.319083, -0.641640], [-4.351457, -1.070858, 0.351943], [-0.126075, 1.789862, -1.461783], [2.345545, 1.630503, -4.066894], [4.863843, 1.952775, -3.854848], [4.398761, 3.076385, 0.256269], [1.852531, 2.678881, 0.049662], [2.781341, 0.261813, 1.620024], [1.789909, -0.888874, 2.523574], [3.404878, -1.381199, 2.008253], [1.364655, -3.215171, -0.515383], [2.776979, -3.320669, 0.572818], [1.133993, -3.162502, 1.251373], [0.010017, -1.086118, -0.618994], [-0.048223, -1.060277, 1.135254], [0.552897, 0.353898, 0.262292], [4.579278, -0.371167, 0.557434], [6.351283, -1.220134, -0.907602], [5.774735, -2.202794, -3.074847], [5.891077, -1.606485, -4.904568], [4.937504, -1.210031, -6.331109], [5.084202, -0.026223, -5.011603], [1.637294, -1.590482, -5.373276], [2.404977, 0.009441, -5.073950], [2.870429, -0.971491, -6.454411], [2.821964, -3.669796, -4.472033], [3.779612, -3.394343, -5.944481], [4.592835, -3.642349, -4.382582], [1.118578, -2.968612, -3.496083], [-1.388753, -2.114245, -4.099482], [-4.062565, -0.827264, 7.335263], [-2.927248, -0.874012, 6.440311], [-2.293445, -2.052448, 6.163157], [-2.547223, -3.134505, 6.686229], [-1.228444, -1.753093, 5.113404], [-1.349937, -2.599233, 3.850751], [-1.171750, -4.080310, 4.081374], [-2.156665, -4.962579, 3.629112], [-2.035887, -6.328946, 3.882855], [-0.907179, -6.818528, 4.556207], [0.094743, -5.933398, 4.978607], [-0.033296, -4.561029, 4.733709], [-1.423142, -0.329031, 4.843698], [-0.700028, 0.288111, 3.879543], [-0.945026, 1.562036, 3.387166], [-0.291693, 2.201658, 2.323782], [-0.231498, 3.631760, 2.310622], [0.909012, 4.305581, 1.781188], [1.034457, 5.673872, 1.825291], [0.072856, 6.431358, 2.519608], [0.018644, 7.846782, 2.441459], [-0.935694, 8.424729, 3.015031], [0.873861, 8.469346, 1.780215], [-0.991329, 5.796735, 3.187499], [-1.171119, 4.437854, 3.039526], [-2.544699, 0.251604, 5.596638], [-3.725422, 0.632853, 4.694940], [-2.117902, 1.441452, 6.461665], [-4.219064, -1.820666, 7.771870], [-3.889941, -0.098400, 8.141021], [-4.967026, -0.525885, 6.787709], [-0.238381, -1.893456, 5.582704], [-2.338332, -2.407751, 3.398012], [-0.583373, -2.259132, 3.133286], [-3.029161, -4.552927, 3.112142], [-2.823643, -7.009874, 3.554672], [-0.817382, -7.885262, 4.769172], [0.979070, -6.300979, 5.502974], [0.729611, -3.850183, 5.064939], [0.150342, -0.290906, 3.504126], [-1.695967, 2.146753, 3.923399], [0.346881, 1.632490, 1.662465], [1.732479, 3.723067, 1.386507], [1.869583, 6.200136, 1.376192], [-1.661728, 6.397232, 3.789859], [-2.050840, 3.996214, 3.521155], [-4.079831, -0.244491, 4.137173], [-4.548201, 1.018722, 5.309636], [-3.446836, 1.404047, 3.975585], [-1.484599, 1.082360, 7.282946], [-1.545851, 2.172958, 5.885699], [-3.013653, 1.922976, 6.873102]], "forces_ev_per_angstrom": [[0.4, -0.1, -0.2], [0.3, 0.0, 0.3], [0.3, 0.2, 0.0], [-0.3, -0.1, 0.1], [0.2, -0.3, 0.2], [-0.6, 0.2, 0.3], [0.4, 0.4, -0.2], [-0.4, 0.1, -0.5], [0.3, 0.1, 0.5], [0.6, 0.0, 0.5], [0.2, -0.5, 0.0], [-0.1, 0.2, -0.2], [-0.1, 0.1, 0.0], [-0.4, 1.0, 0.2], [0.1, -0.8, -0.7], [-0.3, 0.4, 0.9], [0.5, 0.6, -1.1], [-0.2, -0.3, 0.2], [-0.2, 0.3, 0.6], [-0.2, -0.2, 0.6], [-0.7, -0.2, -0.2], [2.2, -0.2, -0.1], [-0.8, 0.0, -1.9], [-0.6, 0.9, 2.1], [0.1, -0.4, -0.7], [0.1, 0.1, -0.5], [-0.1, 0.0, -0.2], [0.5, -0.6, -0.1], [-0.2, 0.3, 0.3], [0.1, 0.5, -0.3], [0.2, 0.0, 0.1], [0.3, -0.1, -0.1], [-0.5, 0.2, 0.3], [0.2, -0.3, 0.0], [-0.3, -0.3, 0.2], [0.4, 0.2, -0.1], [0.0, 0.0, -0.1], [0.3, -0.1, 0.2], [0.3, 0.1, -0.1], [-0.3, 0.0, -0.4], [-0.1, -0.3, 0.0], [-0.2, -0.3, -0.5], [0.2, -0.5, 0.0], [0.1, 0.0, 0.1], [-0.1, -0.1, 0.2], [-0.2, 0.0, -0.1], [0.2, -0.1, -0.1], [-0.1, 0.1, -0.1], [-0.1, 0.0, 0.2], [0.0, -0.1, -0.1], [0.0, -0.1, 0.2], [0.0, 0.2, 0.0], [0.0, -0.5, 0.2], [0.1, -0.3, -0.3], [-0.3, 0.0, -0.6], [-0.1, -0.2, -0.2], [0.2, 0.2, -0.1], [-0.1, 0.0, 0.3], [0.2, -0.2, 0.0], [-0.3, 0.0, 0.1], [0.1, 0.3, 0.0], [0.1, 0.0, 0.1], [0.1, 0.2, 0.0], [-0.1, 0.0, 0.0], [0.0, 0.0, 0.0], [0.2, 0.1, 0.3], [-0.2, -0.1, 0.2], [-0.1, -0.3, 0.0], [0.4, -0.2, -0.3], [0.1, -0.2, 0.1], [0.0, -0.2, -0.2], [-0.2, 0.3, 0.0], [0.1, 0.0, 0.2], [-0.2, 0.0, -0.1], [0.2, 0.1, -0.2], [0.1, 0.1, 0.2], [0.1, -0.1, -0.1], [0.0, -0.3, -0.2], [-0.3, -0.5, -0.3], [-0.4, 0.1, -0.1], [-0.4, 0.4, 0.1], [-0.2, 0.2, -0.1], [0.0, 0.0, 0.3], [0.0, -0.2, 0.0], [0.1, 0.3, 0.1], [-0.1, -0.2, 0.0], [-0.1, 0.0, 0.3], [0.2, 0.0, -0.1], [0.0, 0.0, 0.2], [-0.2, 0.0, -0.1], [-0.1, 0.2, 0.0], [0.2, 0.0, 0.2], [-0.4, 0.4, 0.2], [0.3, -0.5, -0.2], [-0.6, -1.1, 0.9], [0.6, 1.6, -1.0], [0.7, -0.5, 0.7], [-0.1, 0.0, -0.5], [0.0, -0.1, 0.0], [0.2, 0.0, 0.3], [0.3, 0.0, 0.0], [-0.1, 0.4, 0.0], [-0.1, 0.2, -0.2], [-0.3, -0.3, -0.1], [1.5, 1.3, -2.1], [-1.1, -2.0, 1.3], [-0.2, 1.8, -1.2], [-0.1, -1.3, 2.5], [-0.2, 2.3, 0.3], [-0.7, -1.1, 0.2], [-0.5, 1.4, 0.7], [-0.4, -2.5, -0.3], [-0.2, 4.3, -0.1], [1.8, -1.3, -1.0], [-1.3, -1.7, 1.2], [0.4, 0.1, -0.4], [0.4, -0.6, -0.2], [-1.0, 0.3, 0.4], [-0.1, -0.1, -0.3], [0.3, -0.1, 0.2], [0.2, 0.3, -0.2], [0.0, -0.3, -0.2], [0.2, -0.2, 0.2], [-0.3, 0.0, -0.2], [0.3, 0.0, 0.1], [-0.2, 0.0, 0.1], [0.2, -0.3, 0.2], [0.3, 0.2, 0.1], [0.0, 0.3, -0.1], [-0.3, 0.0, -0.2], [-0.1, -0.4, 0.0], [-0.4, 0.1, 0.0], [0.6, -0.2, -0.2], [0.2, 0.0, 0.0], [-0.2, 0.2, -0.1], [-0.1, -0.2, 0.0], [0.0, -0.1, -0.2], [0.4, 0.2, -0.3], [0.1, 0.2, 0.1], [0.2, -0.1, -0.2], [-0.2, -0.1, 0.1], [-0.1, 0.2, -0.2], [-0.2, 0.0, 0.2], [0.3, -0.1, -0.1]], "e_homo_ev": -8.570, "relative_energy_ev": 0.367, "total_charge": 1, "total_energy_ha": -3034.328585, "lumo_energy_ev": -5.4, "gap_ev": 3.13}